(1)
Here is a single C3H7NOS2 molecule in a non-equilibrium geometry from the Open Molecules 2025 dataset. Energies are from the ωB97M-V functional and the def2-TZVPD basis.

Computed properties:
relative energy (zero: lowest compared OMol25 entry of this formula, charge and spin) = 45.8 kcal per mole
E = -1044.82939 Eh
SMILES = CS/C(CO)=N\S
total charge = 0

Last column: Löwdin charge in e.
Positions of all 14 atoms, in Å:
C (-1.81138, 0.06510, 0.68660)  -0.38
C (0.82331, -0.21514, 0.02738)  -0.71
C (1.01582, 0.04947, -1.45029)  -0.26
H (-2.77012, -0.44002, 0.72195)  0.03
H (-1.74910, 0.69690, -0.19449)  0.03
H (-1.66887, 0.67140, 1.58822)  0.04
H (1.60439, -0.70683, -1.99704)  0.13
H (1.57305, 0.98689, -1.54046)  0.12
H (-0.57221, -0.56031, -2.26256)  0.08
H (0.74714, -0.34242, 2.74831)  -0.18
N (1.74605, 0.31047, 0.70289)  -0.38
O (-0.24311, 0.31842, -2.03322)  -0.09
S (-0.54637, -1.19905, 0.58886)  0.86
S (1.85141, 0.36512, 2.41385)  0.71

=====

(2)
Here is a single C5H6N2 molecule in a non-equilibrium geometry from the Open Molecules 2025 dataset. Energies are from the ωB97M-V functional and the def2-TZVPD basis.

Computed properties:
relative energy (zero: lowest compared OMol25 entry of this formula, charge and spin) = 139.7 kcal per mole
E = -303.41337 Eh
total charge = 0

Last column: Löwdin charge in e.
Positions of all 13 atoms, in Å:
C (-2.35396, -0.03788, 0.63499)  0.06
C (-2.32027, -0.13413, -0.66473)  0.03
C (0.73921, 0.50328, -0.02026)  -0.04
C (1.54958, -0.77179, -0.03490)  -0.27
C (-1.06303, -0.55121, -0.00588)  -0.28
N (0.70090, -2.00850, 0.04955)  0.03
N (-0.50024, -1.79455, 0.01718)  -0.01
H (-2.89196, 0.08645, 1.63119)  0.13
H (-2.79853, -0.27658, -1.53150)  0.06
H (0.73251, 0.91753, 0.97658)  0.05
H (1.08400, 1.08962, -0.87652)  0.06
H (1.99472, -0.70582, -1.05605)  0.11
H (2.25027, -0.88689, 0.73222)  0.07

=====

Number 1: gap between HOMO and LUMO 9.505 eV. Number 2: gap between HOMO and LUMO 9.121 eV.